C9H14N2O7 in the gas phase, computed with ωB97M-V with the def2-TZVPD basis set.

Cartesian coordinates (Å):
N: -2.52 -0.24 -2.42
C: -1.48 -0.27 -1.33
C: -1.84 0.97 -0.34
C: -1.70 2.30 -1.04
C: -0.77 3.22 0.00
O: 0.47 3.28 -0.29
O: -1.16 3.78 1.10
C: -1.34 -1.46 -0.32
O: -2.36 -2.08 -0.17
N: -0.23 -1.94 0.32
C: 1.09 -1.53 0.82
C: 2.24 -1.74 -0.12
C: 3.44 -1.44 0.67
O: 3.44 -0.91 1.73
O: 4.63 -1.91 0.07
C: 0.76 -0.07 1.62
O: 0.86 1.06 1.16
O: 0.11 -0.36 2.75
H: -2.69 -1.28 -2.46
H: -2.10 0.10 -3.21
H: -0.57 -0.01 -1.80
H: -1.22 0.82 0.59
H: -2.92 0.81 -0.04
H: -2.72 2.68 -1.09
H: -1.19 2.24 -2.03
H: -0.26 3.89 1.47
H: -0.53 -2.86 0.66
H: 1.31 -2.32 1.52
H: 2.05 -2.72 -0.50
H: 2.09 -1.06 -1.12
H: 5.32 -1.43 0.61
H: -0.22 0.48 3.20

## Properties
2S+1 ... 1
Net charge ... 0
E_HOMO ... -9.64 eV
Frontier orbital gap ... 10.023 eV
LUMO ... 0.39 eV
DFT total energy ... -987.4887 a.u.
SMILES ... N[C@@H](CCC(=O)O)C(=O)N[C@@H](CC(=O)O)C(=O)O
Energy above the lowest of the compared OMol25 structures with the same formula, charge and spin ... 414.8 kJ/mol